No. 1
19
Properties=species:S:1:pos:R:3 method="wB97M-V/def2-TZVPD" gap_ev=8.2 max_force_ev_per_a=2.8 lumo_energy_ev=3.81 de_lowest_ev=1.389 total_charge=-1
O 2.42 -1.03 0.95
C 1.72 -1.19 -0.05
N 0.80 -0.35 -0.53
C 0.57 0.98 -0.01
C -0.71 0.99 0.91
O -1.72 0.20 0.32
C 0.08 1.84 -1.23
O -0.92 1.14 -1.96
H 1.81 -2.12 -0.62
H 0.25 -0.60 -1.29
H 1.48 1.42 0.35
H -0.42 0.61 1.93
H -1.11 2.00 1.10
H -1.52 0.66 -1.10
H 0.90 2.15 -1.90
H -0.29 2.81 -0.87
H -1.54 -1.34 0.99
H -0.74 -2.40 1.85
O -1.58 -2.27 1.34

---

No. 2
10
Properties=species:S:1:pos:R:3 method="wB97M-V/def2-TZVPD" gap_ev=7.4 max_force_ev_per_a=4.9 lumo_energy_ev=4.13 de_lowest_ev=2.660 total_charge=-1
C 0.05 -0.03 -0.10
C 2.10 0.81 0.05
O 4.49 -0.05 -0.62
O 2.77 -1.80 0.11
F 2.28 1.57 -1.05
F 1.89 1.63 1.07
S 3.49 -0.56 0.33
H -0.70 0.76 -0.57
H -0.22 -0.39 0.83
H 0.62 -0.68 -0.71

---

No. 3
12
Properties=species:S:1:pos:R:3 method="wB97M-V/def2-TZVPD" smiles="S=COC1=NN=CC1" gap_ev=9.0 max_force_ev_per_a=1.2 lumo_energy_ev=-0.40 de_lowest_ev=2.259
S 3.95 -0.17 0.00
C 2.40 -0.61 0.00
O 1.42 0.37 -0.01
C 0.14 -0.04 0.02
N -0.25 -1.25 0.02
N -1.71 -1.23 -0.02
C -2.10 -0.01 0.00
C -0.97 0.96 0.01
H 1.99 -1.61 -0.02
H -3.14 0.29 -0.02
H -0.85 1.66 -0.84
H -0.88 1.63 0.85